This record from the Open Molecules 2025 dataset describes a structure of composition C39H40CaN11O2S3. The level of theory is ωB97M-V with the def2-TZVPD basis set.

Calculated values
- Energy relative to the best compared isomer or geometry (same formula, charge and spin): 26.57 kcal per mole

The geometry in ORCA input format:
```
! RIJCOSX wB97M-V def2-TZVPD def2/J DEFGRID3
* xyz -1 1
Ca 1.0066 0.8805 -0.5637
S 2.5856 2.0883 1.5257
C 1.5103 2.7467 2.7262
C 1.3822 2.1121 3.9822
C 0.5253 2.6212 4.9306
C -0.1997 3.7768 4.6412
C -0.0026 4.3476 3.3979
N 0.8135 3.8666 2.4606
H 1.9647 1.2201 4.1697
H 0.4192 2.1283 5.8906
H -0.8846 4.2185 5.3528
H -0.5384 5.2568 3.1303
N 5.1584 1.3770 -2.6114
C 5.7048 0.5775 -1.6215
C 7.0069 0.1752 -1.3468
C 7.1786 -0.6390 -0.2436
C 6.0960 -1.0304 0.5608
C 4.8062 -0.6245 0.2841
C 4.6186 0.1847 -0.8341
N 3.4500 0.7289 -1.3446
C 3.8149 1.4303 -2.3807
C 2.8555 2.1480 -3.2105
C 3.0299 2.6318 -4.4690
S 1.5450 3.2461 -5.0477
C 0.7929 2.8146 -3.5709
N 1.5852 2.2677 -2.7036
H 5.6572 1.8900 -3.3147
H 7.8451 0.4829 -1.9586
H 8.1747 -0.9769 0.0124
H 6.2834 -1.6536 1.4253
H 3.9643 -0.8846 0.9121
H 3.9144 2.6138 -5.0837
H -0.2672 2.9257 -3.3882
O -1.2697 1.4871 -2.0957
C -1.1123 0.2808 -2.4479
O -0.0267 -0.3235 -2.2081
C -2.2400 -0.4072 -3.1768
C -3.2896 0.4499 -3.5455
C -4.4074 0.0238 -4.2293
C -4.4948 -1.3297 -4.5595
C -3.4853 -2.1904 -4.2013
C -2.3175 -1.7877 -3.5001
S -1.1801 -3.0566 -3.1364
H -3.1907 1.4888 -3.2613
H -5.1926 0.7205 -4.4978
H -5.3571 -1.7107 -5.0972
H -3.5538 -3.2411 -4.4533
C 1.9266 -2.5894 -1.4632
C 1.5308 -2.4339 -0.0411
N 1.2738 -1.2993 0.5717
C 0.9877 -1.6061 1.8842
C 1.0466 -2.9488 2.0625
N 1.3874 -3.4704 0.8262
C 1.5193 -4.8748 0.5071
N 0.4567 -5.6328 1.1057
N 0.7162 -6.4824 2.1248
N -0.3797 -6.9945 2.5409
C -1.4159 -6.4687 1.7951
C -2.7967 -6.6934 1.8554
C -3.5782 -5.9988 0.9633
C -3.0185 -5.0984 0.0268
C -1.6668 -4.8626 -0.0454
C -0.8844 -5.5815 0.8645
H 2.0943 -1.6061 -1.8932
H 1.1084 -3.0193 -2.0528
H 2.8390 -3.1833 -1.5564
H 0.7620 -0.8328 2.6009
H 0.8663 -3.5789 2.9159
H 2.4481 -5.2918 0.8952
H 1.4911 -4.9772 -0.5767
H -3.2168 -7.3831 2.5749
H -4.6514 -6.1409 0.9720
H -3.6655 -4.5748 -0.6653
H -1.2666 -4.1671 -0.7795
C -3.5328 5.2568 1.7336
C -3.4374 4.2158 0.6244
N -2.7293 3.0132 1.0243
C -3.4534 2.0527 1.8408
C -2.9812 2.0190 3.2922
C -1.4490 2.7424 0.6398
C -0.6973 3.8070 -0.1048
N -0.8451 1.6322 0.8724
H -4.0616 6.1442 1.3798
H -2.5369 5.5544 2.0679
H -4.0735 4.8635 2.5961
H -2.9541 4.6407 -0.2507
H -4.4408 3.9228 0.3015
H -3.3801 1.0596 1.3852
H -4.5095 2.3227 1.7964
H -1.9067 1.8433 3.3569
H -3.4950 1.2276 3.8412
H -3.1837 2.9699 3.7866
H -1.0518 3.8501 -1.1346
H 0.3638 3.5610 -0.0813
H -0.8016 4.7814 0.3722
H -1.4361 0.9576 1.3479
*
```

In the Löwdin picture, each atom carries the following charge in e: Ca 1.162; S 0.453; C -0.812; C -0.139; C -0.110; C -0.121; C -0.184; N 0.032; H 0.083; H 0.097; H 0.088; H 0.086; N 0.178; C -0.182; C -0.030; C -0.100; C -0.084; C -0.012; C -0.225; N 0.098; C -0.261; C -0.308; C -0.349; S 1.047; C -0.430; N 0.003; H 0.157; H 0.103; H 0.096; H 0.099; H 0.097; H 0.070; H 0.076; O -0.123; C -0.621; O -0.199; C -0.150; C -0.069; C -0.131; C -0.130; C -0.176; C -0.667; S 0.499; H 0.096; H 0.079; H 0.087; H 0.068; C -0.030; C -0.348; N 0.007; C -0.125; C -0.049; N -0.010; C -0.066; N -0.073; N 0.038; N 0.055; C -0.244; C -0.034; C -0.092; C -0.066; C -0.005; C -0.167; H 0.056; H -0.006; H 0.086; H 0.095; H 0.113; H 0.136; H 0.139; H 0.104; H 0.096; H 0.108; H 0.025; C -0.070; C -0.218; N -0.076; C -0.207; C -0.071; C -0.446; C -0.037; N 0.051; H 0.072; H 0.054; H 0.065; H 0.105; H 0.118; H 0.119; H 0.116; H 0.056; H 0.075; H 0.062; H 0.075; H 0.045; H 0.078; H 0.050

This record from the Open Molecules 2025 dataset describes a cluster of 2 separate species, C4H10N2O in total. The level of theory is ωB97M-V with the def2-TZVPD basis set.

Calculated values
- SMILES: CC(N)=O.C=CN
- Energy relative to the best compared isomer or geometry (same formula, charge and spin): 24.32 kcal per mole

The geometry in ORCA input format:
```
! RIJCOSX wB97M-V def2-TZVPD def2/J DEFGRID3
* xyz 0 1
C 0.3075 0.3126 1.9353
C 0.5273 -0.9830 1.2067
N 1.8231 -1.2629 0.8951
O -0.3786 -1.7548 0.9142
H 0.1661 0.1078 2.9993
H 1.1583 0.9883 1.8093
H -0.5819 0.8055 1.5333
H 2.0141 -2.1224 0.3968
H 2.5894 -0.6359 1.0937
C -0.6472 1.6768 -1.8626
C -0.5990 0.3468 -1.7892
N -1.6289 -0.4885 -1.4544
H -1.5610 2.2242 -1.6614
H 0.2352 2.2463 -2.1330
H 0.3280 -0.1859 -1.9957
H -2.4265 -0.0138 -1.0400
H -1.3258 -1.2611 -0.8473
*
```

In the Löwdin picture, each atom carries the following charge in e: C -0.007; C -0.594; N 0.155; O 0.004; H 0.089; H 0.076; H 0.084; H 0.112; H 0.101; C -0.043; C -0.342; N 0.037; H 0.041; H 0.034; H 0.103; H 0.091; H 0.059

This record from the Open Molecules 2025 dataset describes a cluster of 4 separate species, C23H56BClO6P in total. The level of theory is ωB97M-V with the def2-TZVPD basis set.

The geometry in ORCA input format:
```
! RIJCOSX wB97M-V def2-TZVPD def2/J DEFGRID3
* xyz -1 1
C -3.4668 -0.9380 -2.7787
C -2.4641 -1.2015 -1.6404
B -0.9931 -1.6329 -2.0945
O -0.8753 -2.1559 -3.3931
P 0.6595 -1.4026 -1.0187
C 1.1219 -3.2991 -1.0403
C -0.0221 -4.3157 -1.0631
C 0.4771 -5.6622 -0.5430
Cl -0.8903 -6.7963 -0.1665
C -0.2368 -1.5830 0.7014
C -0.6773 -0.2492 1.3249
C -1.9346 -0.3908 2.2011
C -1.6064 -0.9595 3.5774
O -2.1553 -2.2739 3.8151
C -3.4341 -2.3082 4.2077
C -3.8937 -3.6805 4.6365
O -4.1867 -1.3420 4.2293
H -3.1207 -0.0956 -3.3702
H -3.5444 -1.8289 -3.3975
H -4.4506 -0.6977 -2.3800
H -2.3794 -0.2899 -1.0448
H -2.8652 -1.9439 -0.9442
H -1.4866 -2.8746 -3.5465
H 1.9365 -1.1565 -0.2846
H 1.4073 -1.2077 -2.2950
H 0.3802 0.0680 -1.0197
H 1.7578 -3.4753 -1.9083
H 1.7292 -3.4854 -0.1490
H -0.3517 -4.5068 -2.0828
H -0.8625 -4.0428 -0.4287
H 1.1124 -6.1645 -1.2629
H 1.0269 -5.5197 0.3797
H -1.1042 -2.2469 0.6927
H 0.4965 -2.0380 1.3765
H 0.1380 0.1457 1.9306
H -0.9065 0.4811 0.5504
H -2.6664 -1.0189 1.7014
H -2.3975 0.5910 2.3106
H -0.5319 -1.0940 3.6607
H -1.9098 -0.3007 4.3872
H -4.4511 -3.5463 5.5562
H -4.5629 -4.0692 3.8742
H -3.0708 -4.3735 4.7614
C 4.4381 3.4372 1.5608
C 3.0710 2.7848 1.4290
O 3.0559 1.4142 1.7569
C 3.4289 1.0692 3.0704
C 2.5480 1.6828 4.1476
H 5.1707 2.9154 0.9424
H 4.3906 4.4793 1.2397
H 4.8069 3.4239 2.5882
H 2.7467 2.8296 0.3895
H 2.3218 3.3330 2.0146
H 4.4840 1.3134 3.2514
H 3.3467 -0.0170 3.1116
H 2.6021 2.7728 4.1516
H 2.8598 1.3304 5.1323
H 1.5057 1.4012 3.9899
C -9.1524 1.3709 -2.7015
C -8.0742 1.2320 -1.6388
O -6.7679 1.4962 -2.1046
C -6.5326 2.7893 -2.6228
C -6.7762 3.9110 -1.6268
H -8.9410 0.7134 -3.5455
H -10.1247 1.1044 -2.2851
H -9.2232 2.3906 -3.0833
H -8.0475 0.2023 -1.2829
H -8.3085 1.8584 -0.7698
H -7.1188 2.9509 -3.5358
H -5.4843 2.7900 -2.9198
H -7.8179 3.9570 -1.3052
H -6.5249 4.8716 -2.0781
H -6.1585 3.7709 -0.7391
C 6.5317 2.2881 -2.6602
C 7.5272 2.9145 -1.6982
O 7.7236 2.1735 -0.5097
C 8.2101 0.8542 -0.6652
C 9.5671 0.7698 -1.3444
H 5.5672 2.1436 -2.1729
H 6.3919 2.9349 -3.5271
H 6.8671 1.3159 -3.0230
H 7.1524 3.8848 -1.3707
H 8.4855 3.1002 -2.1992
H 7.4762 0.2346 -1.1912
H 8.2853 0.4564 0.3465
H 9.5388 1.1483 -2.3670
H 9.8997 -0.2681 -1.3837
H 10.3071 1.3524 -0.7932
*
```

In the Löwdin picture, each atom carries the following charge in e: C -0.127; C -0.193; B -0.539; O 0.035; P 0.432; C -0.353; C -0.348; C -0.592; Cl 0.455; C -0.346; C -0.279; C -0.181; C -0.159; O -0.001; C -0.535; C 0.015; O 0.070; H 0.069; H 0.055; H 0.054; H 0.082; H 0.091; H 0.072; H -0.035; H -0.047; H -0.038; H 0.062; H 0.050; H 0.092; H 0.079; H 0.063; H 0.058; H 0.052; H 0.065; H 0.089; H 0.067; H 0.106; H 0.106; H 0.115; H 0.117; H 0.081; H 0.087; H 0.078; C -0.078; C -0.281; O -0.160; C -0.286; C -0.080; H 0.070; H 0.073; H 0.063; H 0.121; H 0.106; H 0.105; H 0.119; H 0.063; H 0.072; H 0.070; C -0.084; C -0.284; O -0.159; C -0.282; C -0.082; H 0.080; H 0.073; H 0.063; H 0.119; H 0.107; H 0.106; H 0.120; H 0.063; H 0.074; H 0.083; C -0.073; C -0.288; O -0.168; C -0.280; C -0.084; H 0.084; H 0.075; H 0.067; H 0.115; H 0.104; H 0.112; H 0.118; H 0.063; H 0.075; H 0.078

This record from the Open Molecules 2025 dataset describes an isolated molecule of C2H3FO2. The level of theory is ωB97M-V with the def2-TZVPD basis set.

Calculated values
- SMILES: O[C@@]1(F)CO1
- Energy relative to the best compared isomer or geometry (same formula, charge and spin): 37.96 kcal per mole

The geometry in ORCA input format:
```
! RIJCOSX wB97M-V def2-TZVPD def2/J DEFGRID3
* xyz 0 1
O 0.7189 1.3951 -0.2889
C 0.4446 0.0997 -0.2664
F 1.5230 -0.7287 0.0378
C -0.8303 -0.5676 0.1852
O -0.3053 -0.4859 -1.1589
H 0.9764 1.7749 0.5594
H -0.9008 -1.6581 0.6157
H -1.6264 0.1705 0.3162
*
```

In the Löwdin picture, each atom carries the following charge in e: O 0.155; C -0.695; F 0.054; C 0.007; O 0.078; H 0.136; H 0.155; H 0.109

This record from the Open Molecules 2025 dataset describes an isolated molecule of C4H8N2. The level of theory is ωB97M-V with the def2-TZVPD basis set.

Calculated values
- SMILES: CCC(N)=C=N
- Energy relative to the best compared isomer or geometry (same formula, charge and spin): 53.51 kcal per mole

The geometry in ORCA input format:
```
! RIJCOSX wB97M-V def2-TZVPD def2/J DEFGRID3
* xyz 0 1
C 0.3902 -1.7720 -0.3629
C -0.5151 -0.7678 0.3374
C -0.0152 0.6507 0.3237
N 0.0310 1.3637 1.5048
C -0.0230 1.3051 -0.8185
N 0.1757 2.0254 -1.7339
H 1.3894 -1.7899 0.0847
H -0.0330 -2.7787 -0.2782
H 0.4936 -1.5452 -1.4287
H -1.4695 -0.6873 -0.2632
H -0.6934 -1.1032 1.3662
H 0.4529 2.2852 1.3992
H 0.4007 0.8351 2.2896
H -0.5843 1.9790 -2.4202
*
```

In the Löwdin picture, each atom carries the following charge in e: C -0.114; C -0.218; C -0.389; N 0.059; C -0.188; N 0.141; H 0.076; H 0.069; H 0.072; H 0.124; H 0.110; H 0.093; H 0.087; H 0.079

This record from the Open Molecules 2025 dataset describes a structure of composition C29H36AuN3O5S. The level of theory is ωB97M-V with the def2-TZVPD basis set.

Calculated values
- Energy relative to the best compared isomer or geometry (same formula, charge and spin): 0.00 kcal per mole

The geometry in ORCA input format:
```
! RIJCOSX wB97M-V def2-TZVPD def2/J DEFGRID3
* xyz 2 1
Au 1.8290 0.7335 -0.1426
C -3.9589 1.6807 1.9643
O -3.9760 0.7837 0.8376
C -4.0570 -0.5562 1.1545
C -5.2506 -1.2287 0.9428
C -5.3426 -2.5829 1.2204
C -4.2390 -3.2732 1.7054
C -3.0394 -2.6078 1.8908
C -2.9403 -1.2495 1.6111
N -1.6787 -0.6018 1.8217
C -0.8650 -0.1474 0.8454
N -1.4768 0.3174 -0.2681
C -1.0494 0.2981 -1.6463
C 0.4141 0.3875 -2.0226
C 0.9802 1.4862 -2.7326
C 0.1071 2.4436 -3.1445
C -1.3169 2.4032 -2.9503
C -1.8908 1.3538 -2.3257
O -3.1779 1.1307 -2.1259
C -4.1212 2.1370 -2.5373
N 0.4346 -0.1024 1.0258
C 0.9904 -0.7166 2.1992
C 1.3131 0.0601 3.3026
C 1.8790 -0.5212 4.4276
C 2.1251 -1.8845 4.4305
C 1.8084 -2.6749 3.3323
C 1.2306 -2.0994 2.2074
O 0.8732 -2.7699 1.0868
C 0.9938 -4.1930 1.0963
H -4.3523 2.6309 1.6135
H -2.9425 1.8153 2.3370
H -4.5949 1.2971 2.7610
H -6.1010 -0.6690 0.5767
H -6.2804 -3.0988 1.0663
H -4.3119 -4.3279 1.9313
H -2.1632 -3.1337 2.2522
H -1.2138 -0.8144 2.6945
H -2.4719 0.5145 -0.1508
H 2.0052 1.4463 -3.0694
H 0.4914 3.2479 -3.7607
H -1.9132 3.1957 -3.3764
H -5.0935 1.7651 -2.2355
H -4.0857 2.2627 -3.6189
H -3.9015 3.0775 -2.0325
H 1.1139 1.1249 3.2661
H 2.1257 0.0835 5.2885
H 2.5736 -2.3513 5.2970
H 2.0279 -3.7320 3.3621
H 0.5120 -4.5413 0.1869
H 0.4848 -4.6267 1.9581
H 2.0419 -4.4936 1.0929
C -1.2290 -2.3255 -1.4392
C -0.9095 -1.1386 -2.2929
C -1.4000 -1.2289 -3.7140
O 0.5969 -0.8847 -2.3333
H -0.8791 -3.2272 -1.9431
H -2.3116 -2.4026 -1.3162
H -0.7571 -2.2695 -0.4608
H -2.4897 -1.2811 -3.7114
H -1.0149 -2.1306 -4.1877
H -1.0923 -0.3644 -4.3032
O 3.6396 1.2284 -1.0130
S 4.1695 2.6879 -1.0839
C 5.7263 2.5147 -2.0058
C 6.8740 2.5787 -0.9985
C 6.4003 3.4833 0.1361
C 5.0044 2.9883 0.4981
H 5.7505 3.3324 -2.7257
H 5.6357 1.5713 -2.5433
H 7.7740 2.9619 -1.4756
H 7.0971 1.5803 -0.6211
H 6.3645 4.5245 -0.1917
H 7.0525 3.4402 1.0071
H 4.4098 3.6755 1.0959
H 5.0393 2.0068 0.9766
*
```

In the Löwdin picture, each atom carries the following charge in e: Au 1.051; C -0.018; O -0.150; C -0.249; C 0.021; C -0.046; C -0.054; C -0.007; C -0.162; N 0.186; C -0.357; N 0.199; C -0.188; C -0.279; C -0.049; C 0.015; C 0.024; C -0.221; O -0.038; C 0.005; N -0.044; C -0.260; C -0.034; C -0.068; C -0.050; C 0.004; C -0.241; O -0.107; C -0.042; H 0.098; H 0.087; H 0.107; H 0.132; H 0.119; H 0.116; H 0.120; H 0.157; H 0.118; H 0.116; H 0.134; H 0.122; H 0.106; H 0.109; H 0.111; H 0.119; H 0.113; H 0.119; H 0.115; H 0.092; H 0.101; H 0.106; C 0.032; C -0.341; C 0.034; O 0.099; H 0.113; H 0.115; H 0.065; H 0.114; H 0.111; H 0.106; O -0.701; S 1.004; C -0.286; C -0.208; C -0.219; C -0.308; H 0.100; H 0.103; H 0.127; H 0.125; H 0.125; H 0.129; H 0.097; H 0.105

Number 1: frontier orbital gap 5.20 eV, HOMO level -3.34 eV. Number 2: frontier orbital gap 8.78 eV, HOMO level -8.01 eV. Number 3: frontier orbital gap 5.16 eV, HOMO level -2.63 eV. Number 4: frontier orbital gap 11.30 eV, HOMO level -10.65 eV. Number 5: frontier orbital gap 7.82 eV, HOMO level -6.89 eV. Number 6: frontier orbital gap 6.56 eV, HOMO level -13.45 eV.